(1)
10 unconnected molecules or ions with the total composition C61H140N8O12, computed with the ωB97M-V functional and the def2-TZVPD basis.

The geometry in XYZ format:
```
221
Properties=species:S:1:pos:R:3:mulliken_charge:R:1
C -3.46 -4.30 2.36 -1.92
C -3.37 -2.93 2.95 1.35
C -2.56 -2.83 4.29 -0.87
O -2.88 -3.88 5.17 -0.63
C -4.17 -3.73 5.81 -0.81
N -2.96 -2.01 1.93 0.51
H -3.94 -5.01 3.04 0.39
H -2.48 -4.70 2.16 0.36
H -4.09 -4.39 1.45 0.38
H -4.39 -2.60 3.32 -0.06
H -2.63 -1.81 4.66 0.82
H -1.55 -3.00 4.10 0.39
H -4.90 -3.31 5.13 0.35
H -4.04 -3.05 6.61 0.32
H -4.45 -4.65 6.22 0.31
H -2.69 -1.14 2.41 -0.68
H -3.70 -1.79 1.28 -0.37
C 7.09 1.98 3.59 -1.71
C 5.99 1.63 2.62 0.49
C 6.33 0.26 2.04 -0.20
O 6.66 -0.51 3.15 -0.29
C 7.19 -1.75 2.90 -0.79
N 4.65 1.74 3.16 0.23
H 8.04 1.95 3.08 0.41
H 7.07 1.26 4.41 0.34
H 7.03 3.00 4.04 0.40
H 6.06 2.35 1.83 -0.11
H 7.11 0.35 1.24 0.52
H 5.37 -0.12 1.69 -0.04
H 8.20 -1.70 2.40 0.30
H 6.52 -2.38 2.27 0.26
H 7.39 -2.29 3.81 0.27
H 3.88 1.43 2.58 0.08
H 4.53 1.18 3.96 0.39
C 0.21 -0.32 2.33 -1.17
C 1.62 -0.18 1.63 1.27
C 1.60 -0.73 0.25 -2.44
O 1.08 0.15 -0.73 1.19
C -0.28 0.13 -0.78 -1.19
N 2.16 1.22 1.74 0.80
H -0.11 -1.33 1.94 0.27
H -0.48 0.55 2.04 -0.33
H 0.23 -0.31 3.41 0.85
H 2.28 -0.92 2.16 -0.06
H 1.14 -1.68 0.14 0.67
H 2.62 -0.83 -0.05 0.57
H -0.80 0.94 -0.18 -0.47
H -0.67 -0.83 -0.48 0.09
H -0.57 0.32 -1.78 0.95
H 2.26 1.67 0.85 -0.65
H 1.54 1.76 2.34 -0.51
C 4.90 -0.76 -8.54 -1.90
C 4.36 -1.56 -7.33 1.22
C 4.84 -3.05 -7.31 -0.94
C 4.49 -3.66 -5.99 -0.14
C 5.23 -2.85 -4.88 -1.71
C 4.74 -1.45 -4.77 1.75
N 4.89 -0.88 -6.09 0.16
O 4.33 0.52 -6.16 -0.54
C 3.36 -1.40 -4.12 -0.65
C 5.75 -0.76 -3.87 -1.99
C 2.81 -1.59 -7.41 -1.38
H 4.54 -1.31 -9.46 0.34
H 5.97 -0.85 -8.52 0.47
H 4.50 0.25 -8.44 0.43
H 4.45 -3.64 -8.22 0.37
H 5.95 -3.06 -7.45 0.29
H 4.64 -4.71 -5.88 0.40
H 3.49 -3.41 -5.83 -0.16
H 6.27 -2.96 -5.05 0.48
H 5.11 -3.21 -3.79 0.42
H 3.50 -1.42 -3.08 0.55
H 2.87 -0.47 -4.39 0.40
H 2.57 -2.05 -4.44 -0.37
H 5.65 -1.14 -2.84 0.41
H 6.79 -0.92 -4.18 0.47
H 5.50 0.32 -3.90 0.21
H 2.52 -0.57 -7.46 0.48
H 2.32 -2.03 -6.51 -0.01
H 2.56 -2.09 -8.32 0.47
H 5.06 1.13 -6.24 0.34
C -0.54 -1.62 -4.37 -1.30
C -0.86 -3.00 -3.92 1.95
C -1.32 -3.87 -5.14 -1.43
C -1.54 -5.33 -4.76 -0.52
C -0.32 -5.86 -4.03 -1.60
C 0.26 -4.99 -2.87 1.92
N 0.32 -3.55 -3.36 0.03
O 0.68 -2.74 -2.27 0.87
C -0.48 -5.19 -1.57 -1.60
C 1.76 -5.33 -2.72 -1.77
C -2.09 -2.89 -2.96 -2.18
H -1.41 -1.36 -5.00 0.60
H 0.33 -1.66 -5.03 0.05
H -0.49 -0.76 -3.67 -0.16
H -2.15 -3.39 -5.62 0.45
H -0.47 -3.93 -5.86 0.23
H -1.70 -5.99 -5.63 0.50
H -2.44 -5.49 -4.14 0.27
H 0.41 -5.87 -4.84 0.43
H -0.37 -6.88 -3.68 0.36
H -0.23 -4.34 -0.92 0.10
H -1.55 -5.32 -1.66 0.31
H -0.06 -6.03 -1.04 0.48
H 2.21 -5.50 -3.74 0.25
H 2.28 -4.60 -2.16 0.25
H 1.83 -6.29 -2.23 0.53
H -2.94 -2.36 -3.43 0.51
H -1.74 -2.39 -2.04 0.13
H -2.51 -3.78 -2.64 0.51
H 1.58 -2.42 -2.44 -0.11
C -4.41 4.16 1.29 -1.70
C -3.58 3.62 2.45 1.99
C -3.49 4.71 3.54 -1.72
C -2.84 4.26 4.83 0.59
C -3.73 3.10 5.32 -1.71
C -3.95 1.94 4.36 1.74
N -4.52 2.52 3.07 -0.43
O -4.45 1.37 2.25 1.68
C -2.60 1.17 4.25 -0.50
C -4.91 0.89 4.94 -1.37
C -2.20 3.12 1.94 0.35
H -3.92 5.16 1.15 0.53
H -5.48 4.35 1.57 0.32
H -4.33 3.61 0.30 0.08
H -2.97 5.59 3.14 0.49
H -4.54 5.03 3.76 0.31
H -2.79 5.07 5.54 0.51
H -1.81 3.85 4.67 -0.68
H -4.71 3.54 5.52 0.41
H -3.37 2.65 6.26 0.37
H -2.48 0.54 5.12 1.19
H -2.51 0.44 3.41 -0.85
H -1.74 1.86 4.28 -0.73
H -5.84 1.34 5.41 0.31
H -5.24 0.21 4.14 -0.02
H -4.36 0.29 5.72 0.26
H -1.88 3.83 1.17 0.64
H -2.30 2.04 1.64 -0.65
H -1.44 3.19 2.70 -0.92
H -4.85 1.63 1.42 -0.35
C -5.03 -1.61 -1.45 -1.10
C -5.15 -0.09 -1.14 0.85
C -5.49 0.66 -2.40 -1.40
C -7.00 0.64 -2.69 -0.86
C -7.65 1.34 -1.46 -1.35
C -7.49 0.54 -0.18 1.46
N -5.97 0.30 -0.02 1.34
O -5.88 -0.73 1.04 -0.61
C -7.79 1.38 1.03 -1.47
C -8.31 -0.74 -0.32 -1.66
C -3.67 0.32 -0.77 -0.84
H -5.95 -2.07 -1.35 0.74
H -4.33 -2.10 -0.79 0.13
H -4.62 -1.66 -2.50 -0.02
H -5.25 1.71 -2.25 0.40
H -4.82 0.24 -3.17 0.59
H -7.36 -0.42 -2.77 0.24
H -7.23 1.03 -3.68 0.47
H -8.65 1.64 -1.67 0.54
H -7.07 2.27 -1.38 0.25
H -7.04 2.13 1.08 0.22
H -8.82 1.83 1.18 0.33
H -7.57 0.76 1.88 0.35
H -7.97 -1.40 0.49 0.27
H -9.41 -0.47 -0.20 0.44
H -8.30 -1.30 -1.29 0.29
H -3.35 -0.24 0.17 -0.74
H -3.58 1.38 -0.57 0.13
H -2.95 0.07 -1.57 0.88
H -5.35 -0.37 1.71 0.03
C 4.77 3.80 -2.66 -1.62
C 4.24 3.26 -1.26 1.23
C 4.61 4.19 -0.04 -0.28
C 3.78 5.42 0.07 -0.93
C 2.24 5.13 -0.10 -1.38
C 1.88 4.23 -1.26 1.95
N 2.80 3.04 -1.27 1.34
O 2.57 2.25 -2.41 -0.63
C 0.48 3.63 -1.04 -2.36
C 1.88 5.06 -2.62 -1.54
C 4.91 1.90 -1.02 -0.63
H 4.38 4.84 -2.79 0.28
H 4.33 3.19 -3.45 0.24
H 5.86 3.76 -2.66 0.56
H 4.50 3.54 0.86 -0.46
H 5.67 4.50 -0.20 0.52
H 4.07 6.03 -0.84 0.28
H 3.92 5.94 1.00 0.50
H 1.69 6.01 -0.42 0.53
H 1.75 4.90 0.90 0.23
H 0.05 3.13 -1.90 0.45
H 0.52 2.99 -0.20 0.01
H -0.16 4.44 -0.80 0.79
H 2.50 5.95 -2.51 0.39
H 2.13 4.37 -3.46 0.16
H 0.88 5.41 -2.84 0.47
H 4.70 1.56 -0.01 -0.45
H 5.98 1.90 -1.27 0.68
H 4.48 1.17 -1.74 -0.46
H 2.29 1.38 -2.06 -0.05
C 0.86 3.51 5.88 -0.80
C 1.69 3.15 4.57 0.85
O 2.86 3.99 4.52 -0.70
O -0.27 2.68 6.05 -0.40
H 0.54 4.58 5.76 0.33
H 1.51 3.54 6.83 0.35
H 1.02 3.45 3.74 -0.50
H 1.93 2.13 4.44 0.26
H 3.52 3.45 4.04 0.34
H -0.05 1.71 6.13 0.37
C 1.07 -1.32 6.50 -0.62
C 0.48 -2.69 6.35 -0.45
O -0.91 -2.61 6.62 -0.56
O 0.33 -0.32 5.77 -0.54
H 2.10 -1.26 6.10 0.37
H 1.06 -1.12 7.57 0.39
H 0.97 -3.34 7.09 0.45
H 0.73 -3.10 5.39 0.25
H -1.33 -3.45 6.48 0.33
H -0.64 -0.58 5.83 0.26
```

The total energy comes out at -102007.8473 eV. For the gap between HOMO and LUMO, the calculation gives 8.8 eV. The calculation puts the molecular weight at 1177.8 g mol⁻¹. The SMILES is CC1(C)CCCC(C)(C)N1O.CC1(C)CCCC(C)(C)N1O.CC1(C)CCCC(C)(C)N1O.CC1(C)CCCC(C)(C)N1O.CC1(C)CCCC(C)(C)N1O.COC[C@H](C)N.COC[C@H](C)N.COC[C@H](C)N.OCCO.OCCO. The HOMO energy comes out at -8.380 eV. Its charge is 0. The calculation puts the energy relative to the best compared isomer or geometry (same formula, charge and spin) at 0.0 kcal/mol.

=====

(2)
A molecular structure, C61H40Cl20FO7S2, computed with the ωB97M-V functional and the def2-TZVPD basis.

The geometry in XYZ format:
```
131
Properties=species:S:1:pos:R:3:mulliken_charge:R:1
O 2.11 -0.14 1.33 -0.69
C 1.00 0.34 1.12 0.47
O 0.48 1.26 1.73 -0.59
O 0.16 -0.20 0.01 0.49
S -0.83 -1.33 0.54 0.02
O -0.01 -2.32 1.15 -0.37
O -1.65 -0.58 1.90 -0.09
S -2.87 0.25 1.41 0.92
O -2.64 0.86 0.15 -0.29
O -4.07 -0.50 1.39 -0.68
F -3.04 1.32 2.53 -0.15
Cl 0.52 -2.53 -1.98 -0.15
C 1.60 -1.98 -3.21 0.42
C 2.91 -2.42 -3.30 0.38
Cl 3.56 -3.56 -2.18 -0.20
C 3.73 -1.94 -4.31 -0.48
C 3.25 -1.02 -5.23 -0.54
C 1.93 -0.59 -5.15 -0.56
C 1.11 -1.06 -4.14 -0.91
H 4.76 -2.28 -4.37 0.42
H 3.89 -0.65 -6.01 0.36
H 1.55 0.13 -5.86 0.42
H 0.09 -0.73 -4.07 0.84
Cl 6.25 -4.17 2.23 -0.24
C 4.68 -4.51 2.89 0.26
C 4.50 -5.47 3.87 0.36
Cl 5.83 -6.39 4.52 -0.18
C 3.23 -5.72 4.37 -0.38
C 2.14 -5.01 3.89 -0.70
C 2.33 -4.04 2.91 -0.49
C 3.59 -3.80 2.41 -0.54
H 3.09 -6.47 5.14 0.38
H 1.15 -5.21 4.28 0.39
H 1.48 -3.48 2.53 0.60
H 3.73 -3.04 1.64 0.58
Cl 1.95 3.10 -0.48 0.02
C 0.69 3.69 -1.49 0.16
C 0.11 2.88 -2.45 0.26
Cl 0.62 1.23 -2.66 0.12
C -0.90 3.38 -3.26 -0.45
C -1.33 4.69 -3.11 -0.85
C -0.75 5.50 -2.14 -0.50
C 0.26 5.00 -1.34 -0.66
H -1.35 2.75 -4.01 0.53
H -2.12 5.07 -3.74 0.43
H -1.08 6.52 -2.02 0.40
H 0.72 5.63 -0.59 0.44
Cl -4.93 6.25 -1.13 -0.35
C -5.20 4.64 -1.72 0.56
C -4.64 3.54 -1.09 0.24
Cl -3.66 3.70 0.32 -0.04
C -4.87 2.27 -1.60 -0.60
C -5.65 2.10 -2.73 -0.81
C -6.21 3.21 -3.36 -0.49
C -5.98 4.48 -2.85 -0.55
H -4.44 1.40 -1.12 0.64
H -5.82 1.11 -3.13 0.47
H -6.83 3.08 -4.24 0.38
H -6.42 5.34 -3.34 0.42
Cl -4.25 -2.27 -3.10 -0.19
C -3.79 -1.92 -4.73 0.12
C -3.09 -0.78 -5.06 0.04
Cl -2.62 0.37 -3.86 0.08
C -2.75 -0.53 -6.38 -0.39
C -3.10 -1.43 -7.37 -0.99
C -3.80 -2.58 -7.05 0.03
C -4.15 -2.83 -5.73 -0.20
H -2.20 0.37 -6.64 0.43
H -2.83 -1.23 -8.40 0.36
H -4.09 -3.30 -7.83 0.30
H -4.69 -3.72 -5.47 0.36
Cl -4.17 7.40 5.28 -0.21
C -4.18 8.33 3.82 0.28
C -4.01 9.70 3.82 0.25
Cl -3.77 10.59 5.29 -0.21
C -4.03 10.41 2.62 -0.38
C -4.21 9.73 1.43 -0.64
C -4.37 8.35 1.42 0.38
C -4.35 7.65 2.62 -0.50
H -3.90 11.48 2.63 0.39
H -4.22 10.28 0.50 0.38
H -4.51 7.82 0.49 -0.12
H -4.48 6.58 2.61 0.53
Cl -4.63 -5.30 -7.89 -0.26
C -3.69 -6.45 -8.78 0.46
C -2.64 -6.06 -9.60 0.32
Cl -2.20 -4.40 -9.79 -0.19
C -1.92 -7.02 -10.30 -0.43
C -2.24 -8.36 -10.17 -0.49
C -3.28 -8.75 -9.34 -0.46
C -4.00 -7.80 -8.65 -0.47
H -1.10 -6.72 -10.94 0.40
H -1.67 -9.10 -10.72 0.36
H -3.53 -9.80 -9.24 0.36
H -4.82 -8.10 -8.01 0.40
Cl 12.05 -7.45 9.24 -0.21
C 10.77 -6.99 8.17 0.23
C 10.15 -7.91 7.34 0.31
Cl 10.61 -9.58 7.32 -0.21
C 9.14 -7.50 6.49 -0.29
C 8.73 -6.18 6.47 -0.07
C 9.35 -5.26 7.31 -0.73
C 10.36 -5.67 8.15 -0.33
H 8.66 -8.22 5.83 0.42
H 7.94 -5.87 5.80 0.11
H 9.03 -4.23 7.30 0.38
H 10.84 -4.95 8.81 0.39
Cl 8.68 4.28 2.42 -0.22
C 6.96 4.13 2.32 0.27
C 6.12 4.77 3.22 0.30
Cl 6.73 5.77 4.50 -0.21
C 4.74 4.61 3.11 -0.56
C 4.21 3.82 2.10 -0.28
C 5.05 3.19 1.20 -0.31
C 6.42 3.34 1.31 -0.54
H 4.09 5.10 3.81 0.39
H 3.14 3.70 2.02 0.38
H 4.64 2.57 0.41 0.42
H 7.08 2.85 0.61 0.39
Cl -6.10 0.89 4.92 -0.20
C -5.00 1.21 6.22 0.11
C -5.41 1.26 7.54 0.47
Cl -7.06 0.99 7.99 -0.22
C -4.50 1.53 8.55 -0.49
C -3.16 1.74 8.23 -0.34
C -2.74 1.69 6.91 -0.79
C -3.66 1.42 5.91 -0.38
H -4.82 1.57 9.58 0.38
H -2.45 1.95 9.02 0.37
H -1.70 1.85 6.66 0.41
H -3.33 1.38 4.88 0.68
```

The total energy comes out at -353078.1815 eV. For the gap between HOMO and LUMO, the calculation gives 7.6 eV. The calculation puts the molecular weight at 1677.2 g mol⁻¹. The HOMO energy comes out at -5.935 eV. Its charge is -1.

=====

(3)
A molecular structure, C61H47BrMnN4O8, computed with the ωB97M-V functional and the def2-TZVPD basis.

The geometry in XYZ format:
```
122
Properties=species:S:1:pos:R:3:mulliken_charge:R:1
Mn 0.58 -0.03 -0.19 0.00
C 8.19 4.13 -4.35 -0.86
O 7.81 4.52 -3.05 -0.48
C 6.69 3.92 -2.52 0.81
C 5.74 3.25 -3.29 -0.79
C 4.64 2.67 -2.66 -0.05
C 4.45 2.76 -1.29 -0.77
C 5.40 3.47 -0.55 0.08
C 6.51 4.04 -1.15 -0.79
C 3.30 2.06 -0.64 -0.60
C 3.54 0.73 -0.26 1.20
C 4.85 0.14 -0.17 -1.61
C 4.68 -1.18 0.03 -1.49
C 3.27 -1.42 0.13 -0.19
N 2.59 -0.21 -0.05 1.00
C 2.70 -2.63 0.38 1.75
C 1.37 -2.75 0.84 -1.01
C 0.82 -3.87 1.49 -1.08
C -0.25 -3.40 2.24 -1.54
C -0.35 -2.02 1.99 0.16
C -1.29 -1.09 2.57 0.64
C -1.56 -1.08 3.99 1.10
C -2.40 -0.12 4.60 -0.68
C -2.61 -0.09 5.97 -0.86
C -2.00 -1.01 6.80 0.49
O -2.25 -0.97 8.17 -0.51
C -1.14 -0.54 8.93 -0.79
C -1.13 -1.94 6.25 -0.79
C -0.91 -1.97 4.88 -0.69
C -1.92 -0.20 1.65 0.31
N -1.36 0.17 0.43 0.28
C -2.34 0.80 -0.27 -0.24
C -2.14 1.52 -1.56 0.92
C -3.38 1.27 -2.39 -0.06
C -4.53 2.06 -2.36 0.63
C -5.66 1.74 -3.11 -1.13
C -5.65 0.60 -3.91 0.70
O -6.81 0.35 -4.62 -0.49
C -6.73 -0.62 -5.63 -0.84
C -4.53 -0.22 -3.93 -0.98
C -3.42 0.13 -3.18 0.21
C -0.19 2.56 -1.46 1.82
C 0.54 3.68 -2.11 -0.87
C 1.80 3.71 -1.69 -2.06
C 2.00 2.53 -0.85 0.46
N 0.83 1.98 -0.52 -0.53
C -3.53 0.83 0.46 -0.99
C -3.26 0.21 1.68 -2.20
N 0.59 -1.64 1.09 0.26
C 3.56 -3.84 0.30 -0.70
C 3.85 -4.63 1.41 -0.29
C 4.70 -5.72 1.32 -0.99
C 5.27 -6.04 0.09 0.93
O 6.09 -7.15 0.08 -0.47
C 6.87 -7.36 -1.07 -0.85
C 4.98 -5.28 -1.03 -0.82
C 4.13 -4.18 -0.92 0.08
H 9.22 4.47 -4.48 0.24
H 7.56 4.60 -5.11 0.29
H 8.15 3.04 -4.47 0.38
H 5.85 3.16 -4.36 0.38
H 3.92 2.13 -3.25 0.72
H 5.27 3.56 0.52 0.38
H 7.25 4.58 -0.57 0.39
H 5.78 0.68 -0.27 0.47
H 5.44 -1.94 0.16 0.49
H 1.19 -4.88 1.42 0.76
H -0.91 -3.96 2.88 0.78
H -2.85 0.65 3.99 0.53
H -3.26 0.67 6.40 0.38
H -1.48 -0.43 9.96 0.26
H -0.77 0.43 8.56 0.31
H -0.32 -1.26 8.90 0.28
H -0.63 -2.65 6.89 0.39
H -0.20 -2.68 4.49 0.44
H -4.56 2.95 -1.75 0.45
H -6.54 2.36 -3.09 0.42
H -7.65 -0.55 -6.21 0.25
H -6.64 -1.63 -5.22 0.29
H -5.87 -0.44 -6.29 0.35
H -4.51 -1.13 -4.52 0.40
H -2.56 -0.53 -3.18 0.04
H 0.07 4.41 -2.74 0.51
H 2.58 4.41 -1.97 0.54
H -4.47 1.23 0.13 0.60
H -3.97 -0.04 2.44 0.72
H 3.42 -4.37 2.37 0.58
H 4.93 -6.32 2.18 0.39
H 7.58 -8.15 -0.83 0.24
H 7.42 -6.46 -1.35 0.35
H 6.26 -7.67 -1.92 0.30
H 5.40 -5.52 -2.00 0.42
H 3.89 -3.57 -1.78 0.71
O -1.77 -2.43 -1.65 -0.83
H -0.84 -2.19 -1.80 -0.01
H -2.05 -1.78 -0.99 0.37
Br -2.99 4.92 -4.75 -0.25
C -2.11 3.66 -3.58 0.32
C -2.20 3.89 -2.27 -1.65
C -1.69 2.96 -1.20 -0.27
C -0.76 1.28 -2.22 1.56
C -0.73 1.60 -3.68 -1.07
C -1.39 2.60 -4.30 -1.02
H -2.76 4.76 -1.95 0.53
H -1.95 3.33 -0.21 0.44
H -0.07 1.02 -4.32 0.25
H -1.31 2.72 -5.38 0.46
O 3.38 -1.57 -5.22 -0.80
C 2.04 -1.61 -5.42 0.31
C 1.56 -1.58 -6.73 -0.76
C 0.20 -1.66 -6.96 -0.40
C -0.70 -1.75 -5.90 -0.93
C -0.21 -1.75 -4.60 0.02
C 1.15 -1.67 -4.34 0.05
C 1.67 -1.63 -2.91 -0.36
O 2.90 -1.79 -2.77 -0.79
O 0.83 -1.41 -2.00 1.48
H 3.48 -1.67 -4.22 0.40
H 2.27 -1.51 -7.54 0.43
H -0.17 -1.63 -7.98 0.37
H -1.77 -1.80 -6.08 0.39
H -0.89 -1.79 -3.76 0.63
```

The total energy comes out at -187722.1603 eV. For the gap between HOMO and LUMO (alpha / beta), the calculation gives 4.8 / 5.3 eV. The calculation puts the molecular weight at 1098.9 g mol⁻¹. As for the multiplicity: 6. The HOMO energy (alpha / beta) comes out at -1.063 / -1.579 eV. Its charge is -2.

=====

> Which formula does entry 2 have?

C61H40Cl20FO7S2

=====

> charge of number 2 (C61H40Cl20FO7S2)?

-1

=====

> Which value of molecular weight does entry 1 give?

1177.8 g mol⁻¹

=====

> What is the charge in the third record?

-2